{"formula": "C5H8N2", "method": "ωB97M-V/def2-TZVPD", "symbols": ["C", "C", "C", "C", "N", "N", "C", "H", "H", "H", "H", "H", "H", "H", "H"], "positions_angstrom": [[-2.01863, 0.15751, 0.08046], [-0.74442, -0.39403, -0.51692], [0.41673, 0.51047, -0.86968], [0.53853, 1.91075, -0.50349], [0.76655, 2.94742, -0.04271], [0.41721, -0.29715, 0.29355], [1.57765, -0.92651, 0.85434], [-1.77125, 0.97769, 0.76077], [-2.69480, 0.53134, -0.69550], [-2.54387, -0.61630, 0.64962], [-0.88045, -1.21384, -1.23368], [0.98734, 0.21608, -1.75821], [2.26182, -1.36013, 0.11462], [1.32548, -1.66540, 1.61603], [2.10127, -0.11091, 1.36790]], "smiles": "C[C@H]1[C@@H](C#N)N1C", "multiplicity": 1, "lumo_ev": 0.88}